[1]
{
  "formula": "C5H11N3S2",
  "method": "ωB97M-V/def2-TZVPD",
  "symbols": ["C", "N", "C", "C", "N", "C", "N", "C", "S", "S", "H", "H", "H", "H", "H", "H", "H", "H", "H", "H", "H"],
  "coordinates": [[1.42237, -0.30513, 2.76145], [1.17079, -0.72991, 1.40341], [2.03211, -1.79818, 0.94960], [0.26544, -0.16035, 0.68123], [0.07996, -0.37176, -0.64240], [-0.75875, 0.24599, -1.49977], [-1.76203, 0.98604, -1.15677], [-2.65737, 1.63024, -2.09919], [-1.82913, 2.35144, -3.61003], [-1.00372, 0.87398, -4.50757], [1.21846, -1.11945, 3.45773], [2.47514, -0.03233, 2.86329], [0.80894, 0.55024, 3.03503], [2.18191, -2.49675, 1.77460], [1.61046, -2.35398, 0.11414], [3.01590, -1.40753, 0.67369], [-0.35981, 0.58952, 1.15575], [0.73703, -1.00462, -1.09825], [-2.08745, 1.12563, -0.19290], [-3.43031, 0.93959, -2.44751], [-3.12994, 2.48733, -1.61552]],
  "total_charge": 2,
  "smiles": "C[N+](C)=C[NH+]=C=[NH+]CS[S-]",
  "de_lowest_kcal_mol": 30.9,
  "homo_lumo_gap_ev": [6.069, 6.990],
  "spin_multiplicity": 1
}

---

[2]
{
  "formula": "C5H11N4O",
  "method": "ωB97M-V/def2-TZVPD",
  "symbols": ["H", "N", "N", "C", "O", "N", "C", "C", "N", "C", "C", "H", "H", "H", "H", "H", "H", "H", "H", "H", "H"],
  "coordinates": [[0.46810, 1.49175, -4.07339], [0.73224, 1.72616, -3.02686], [-0.17987, 1.64284, -2.26057], [-1.35745, 0.90078, -2.71738], [-2.22267, 1.19127, -3.53252], [-1.20072, -0.23611, -1.97940], [-0.09576, -0.51541, -1.11462], [0.46166, -1.70618, -1.14339], [-0.00694, 0.30080, 0.14279], [-0.05104, -0.47444, 1.49205], [1.07107, 1.31018, 0.41464], [-2.04877, -0.73806, -1.65621], [0.07963, -2.48411, -1.87438], [1.12859, -2.12614, -0.43260], [-0.92680, 0.84543, 0.02471], [-0.87545, -1.18893, 1.61212], [0.90176, -0.95345, 1.72293], [-0.08858, 0.27182, 2.24534], [1.28025, 1.89759, -0.50522], [0.62064, 2.08622, 1.04927], [2.00054, 0.85291, 0.67548]],
  "total_charge": 1,
  "smiles": "[H]/N=N\\C(=O)NC(=C)[NH+](C)C",
  "de_lowest_kcal_mol": 117.0,
  "homo_lumo_gap_ev": 9.360,
  "spin_multiplicity": 1
}

---

[3]
{
  "formula": "C5H11N4O",
  "method": "ωB97M-V/def2-TZVPD",
  "symbols": ["C", "C", "C", "C", "C", "N", "N", "N", "N", "O", "H", "H", "H", "H", "H", "H", "H", "H", "H", "H", "H"],
  "coordinates": [[0.91242, -0.21083, -0.55464], [-0.57789, -0.89742, 0.74361], [2.41596, -1.57723, -2.55897], [0.62047, 0.90677, 0.23227], [3.05094, -0.92627, -3.46458], [0.12242, -1.29156, -0.27508], [-0.33945, 0.43017, 1.06463], [-3.91400, 0.85104, 2.75400], [-1.07379, 1.20950, 1.88159], [3.54691, 0.25628, -3.90408], [1.77985, -0.46078, -1.40233], [-0.97240, -1.62309, 1.44056], [1.04330, 1.85246, 0.22372], [2.02263, -2.46589, -2.17817], [3.40623, -1.72759, -4.18960], [-4.59513, 0.20915, 2.30309], [-3.42769, 0.29568, 3.53280], [-0.72748, 1.16305, 2.87109], [-4.48264, 1.77484, 2.97578], [-2.11228, 1.21411, 1.83256], [3.30161, 1.01761, -3.32827]],
  "total_charge": 1,
  "de_lowest_kcal_mol": 86.7,
  "homo_lumo_gap_ev": [7.951, 4.969],
  "spin_multiplicity": 3
}